A 11-piece molecular cluster, H22O11 overall. Source: OMol25; level of theory: ωB97M-V/def2-TZVPD.

The geometry in XYZ format:
```
33
Properties=species:S:1:pos:R:3
O 15.9995 -14.0418 1.9225
H 15.5598 -13.2456 1.6241
H 16.9183 -13.7891 2.0128
O 8.0664 -18.9430 1.1260
H 8.5248 -19.3127 1.8806
H 8.7585 -18.5526 0.5924
O 15.7290 -22.6222 3.3127
H 16.1481 -21.7965 3.0701
H 14.9118 -22.6320 2.8143
O 13.3606 -17.7148 3.1699
H 14.2716 -17.4223 3.1982
H 13.1032 -17.6099 2.2539
O 15.3822 -13.8298 6.6154
H 15.4448 -13.7253 5.6660
H 16.2615 -13.6313 6.9372
O 11.5661 -18.0099 -1.0748
H 11.7634 -18.8156 -1.5525
H 11.8791 -17.3091 -1.6467
O 19.2157 -16.6035 5.9440
H 20.1014 -16.9121 5.7531
H 19.0313 -15.9634 5.2566
O 11.2961 -14.9542 6.4938
H 12.1374 -14.5158 6.6211
H 11.5145 -15.7627 6.0302
O 9.8857 -12.7799 1.0809
H 9.9101 -13.7359 1.0401
H 10.7627 -12.5058 0.8124
O 10.4695 -20.7482 4.2254
H 10.8609 -21.6043 4.0520
H 11.1689 -20.1222 4.0381
O 17.3772 -19.0566 1.1299
H 18.0276 -18.3844 1.3329
H 17.5596 -19.3009 0.2226
```

Calculated values
- total energy (eV) = -22878.8240
- SMILES string = O.O.O.O.O.O.O.O.O.O.O
- LUMO energy (eV) = -0.409
- Kohn-Sham gap (eV) = 10.6287
- energy relative to the best compared isomer or geometry (same formula, charge and spin) (kcal/mol) = 62.0